[1]
57
Properties=species:S:1:pos:R:3:nbo_charge:R:1 method="wB97M-V/def2-TZVPD" relative_energy_kj_mol=121.6 lumo_energy_ev=0.5 charge=0 e_homo_ev=-7.221 smiles="CN(C)c1ccc(NC(=O)CSc2nc3ccccc3c(=O)n2C[C@@H]2CCCO2)cc1" spin_multiplicity=1 e_tot_ev=-47212.390
C -6.754 -0.798 0.473 -0.401
N -5.717 -0.331 1.362 -0.436
C -4.615 0.309 0.837 0.238
C -4.357 0.320 -0.540 -0.286
C -3.236 0.930 -1.065 -0.232
C -2.321 1.559 -0.231 0.178
C -2.560 1.556 1.139 -0.228
C -3.681 0.949 1.664 -0.292
H -3.820 0.979 2.732 0.214
H -1.859 2.039 1.807 0.202
N -1.163 2.197 -0.700 -0.634
C -0.667 2.224 -1.957 0.710
O -1.235 1.863 -2.962 -0.622
C 0.704 2.902 -2.056 -0.609
H 1.168 2.603 -2.995 0.258
H 0.587 3.987 -2.038 0.250
S 1.848 2.525 -0.698 0.245
C 1.697 0.771 -0.698 0.329
N 0.845 0.281 -1.520 -0.547
C 0.621 -1.064 -1.517 0.259
C -0.329 -1.599 -2.392 -0.226
C -0.569 -2.953 -2.381 -0.174
C 0.124 -3.795 -1.509 -0.231
C 1.058 -3.279 -0.641 -0.137
C 1.316 -1.906 -0.632 -0.237
C 2.296 -1.338 0.282 0.675
O 2.955 -1.968 1.085 -0.612
N 2.447 0.059 0.185 -0.449
C 3.420 0.694 1.047 -0.264
H 3.002 1.618 1.455 0.220
H 3.622 -0.004 1.862 0.252
C 4.747 1.029 0.326 0.092
H 4.565 1.809 -0.419 0.197
C 5.431 -0.207 -0.261 -0.429
H 6.143 0.105 -1.026 0.213
H 4.732 -0.916 -0.698 0.221
C 6.158 -0.770 0.960 -0.447
H 5.502 -1.455 1.497 0.227
C 6.449 0.487 1.794 -0.075
H 7.497 0.793 1.725 0.180
O 5.666 1.550 1.259 -0.525
H 6.199 0.344 2.852 0.175
H 7.069 -1.300 0.693 0.219
H 1.605 -3.908 0.045 0.234
H -0.076 -4.856 -1.517 0.216
H -1.303 -3.373 -3.053 0.216
H -0.853 -0.924 -3.050 0.240
H -0.568 2.567 0.031 0.398
H -3.069 0.926 -2.128 0.250
H -5.039 -0.150 -1.228 0.213
C -6.074 -0.106 2.742 -0.402
H -5.291 -0.484 3.403 0.197
H -6.990 -0.647 2.970 0.206
H -6.236 0.956 2.962 0.183
H -6.352 -1.543 -0.216 0.199
H -7.540 -1.274 1.056 0.205
H -7.200 0.016 -0.112 0.183

---

[2]
26
Properties=species:S:1:pos:R:3:nbo_charge:R:1 method="wB97M-V/def2-TZVPD" relative_energy_kj_mol=317.3 lumo_energy_ev="0.2 / 0.0" charge=0 e_homo_ev="-6.989 / -7.038" spin_multiplicity=1 e_tot_ev=-19655.418
C -0.916 3.754 0.061 -0.478
C 1.537 -0.403 0.228 -0.243
C 2.645 -0.260 -0.566 -0.285
C -0.219 2.776 -0.396 0.167
C 0.487 0.548 0.260 0.355
C -1.542 -0.558 0.146 0.896
C 3.809 -1.262 -0.522 -0.099
C -3.715 -1.493 0.330 0.073
N 0.674 1.823 -0.202 -0.507
N -2.641 -0.746 0.996 -0.665
O -0.732 0.259 0.839 -0.504
O -1.386 -1.103 -0.891 -0.607
O 4.812 -1.084 0.466 -0.730
O -4.286 -1.003 -0.843 -0.725
H -1.543 4.166 -0.615 0.226
H -0.656 3.971 1.137 0.210
H 1.335 -1.255 0.929 0.226
H 2.757 0.379 -1.338 0.188
H 3.586 -2.332 -0.576 0.166
H 4.289 -1.206 -1.436 0.176
H -4.630 -1.657 0.896 0.191
H -3.354 -2.535 0.283 0.171
H 1.644 1.939 -0.409 0.433
H -2.769 0.087 1.574 0.405
H 4.617 -1.543 1.332 0.470
H -3.803 -1.262 -1.681 0.490

---

[3]
16
Properties=species:S:1:pos:R:3:nbo_charge:R:1 method="wB97M-V/def2-TZVPD" relative_energy_kj_mol=445.6 lumo_energy_ev=0.6 charge=0 e_homo_ev=-7.312 smiles="C[C@@]12C=C(O)[C@@]1(C)O2" spin_multiplicity=1 e_tot_ev=-10442.108
C 1.208 1.439 -0.101 -0.658
C -2.072 0.183 -0.271 -0.658
C 0.608 0.236 0.522 0.096
C 0.912 -1.198 0.098 0.362
C -0.923 -0.294 0.536 0.297
C -0.323 -1.671 0.338 -0.401
O -0.424 0.557 1.515 -0.458
O 2.002 -1.715 -0.367 -0.629
H 2.677 -1.021 -0.428 0.491
H -0.749 -2.670 0.341 0.217
H 2.140 1.641 0.446 0.212
H 0.610 2.350 -0.033 0.240
H 1.494 1.290 -1.152 0.209
H -2.756 -0.653 -0.465 0.222
H -1.755 0.581 -1.240 0.226
H -2.649 0.945 0.261 0.232

---

[4]
19
Properties=species:S:1:pos:R:3:nbo_charge:R:1 method="wB97M-V/def2-TZVPD" relative_energy_kj_mol=141.3 lumo_energy_ev=1.2 charge=0 e_homo_ev=-9.285 smiles=CCO[C@H]1C[C@H]1C spin_multiplicity=1 e_tot_ev=-8462.889
C 2.732 -0.079 0.192 -0.635
C 1.471 0.620 -0.298 -0.063
O 0.445 0.616 0.682 -0.527
C -0.291 -0.567 0.687 0.082
C -1.646 -0.497 1.305 -0.436
C -1.514 -0.670 -0.191 -0.254
C -1.894 0.471 -1.106 -0.613
H 2.538 -1.129 0.440 0.204
H 3.117 0.417 1.088 0.213
H 3.504 -0.054 -0.584 0.211
H 1.106 0.154 -1.226 0.166
H 1.682 1.674 -0.512 0.185
H 0.298 -1.473 0.853 0.179
H -1.954 0.485 1.655 0.224
H -1.987 -1.324 1.921 0.216
H -1.731 -1.663 -0.582 0.210
H -1.442 0.354 -2.098 0.206
H -2.980 0.525 -1.236 0.211
H -1.551 1.425 -0.692 0.221

---

[5]
22
Properties=species:S:1:pos:R:3:nbo_charge:R:1 method="wB97M-V/def2-TZVPD" relative_energy_kj_mol=289.0 lumo_energy_ev="-10.2 / -10.2" charge=+2 e_homo_ev="-17.863 / -17.868" spin_multiplicity=1 e_tot_ev=-12356.171
C -1.630 -1.188 -0.496 -0.262
C -0.497 -1.950 -0.684 0.051
C 2.391 -0.092 0.112 0.633
C -1.723 0.156 -0.073 0.433
C -2.618 0.396 1.059 -0.749
C -1.227 1.358 -0.715 -0.724
N 0.708 -1.477 -0.616 -0.023
N 1.126 -0.604 0.097 -0.145
N 2.556 1.233 0.210 -0.730
N 3.376 -0.911 0.204 -0.673
H -2.642 -1.765 -0.558 0.332
H -0.426 -2.945 -1.047 0.283
H -3.631 0.743 0.618 0.340
H -2.343 1.272 1.713 0.297
H -2.899 -0.420 1.727 0.287
H -1.986 1.521 -1.464 0.322
H -0.274 1.380 -1.238 0.253
H -1.114 2.196 0.049 0.274
H 1.748 1.897 -0.112 0.444
H 3.425 1.742 0.440 0.466
H 3.320 -1.858 0.286 0.434
H 4.356 -0.684 0.487 0.456

---

[6]
44
Properties=species:S:1:pos:R:3:nbo_charge:R:1 method="wB97M-V/def2-TZVPD" relative_energy_kj_mol=87.6 lumo_energy_ev="2.6 / 0.6" charge=-1 e_homo_ev="-4.454 / -5.097" spin_multiplicity=5 e_tot_ev=-107102.510
Co 0.211 0.122 0.472 1.223
S 2.147 -0.774 -0.398 -0.404
S 3.018 -1.823 1.055 0.047
S 2.336 -1.071 2.960 0.064
S 0.498 -0.324 2.720 -0.353
O -2.894 -2.054 -0.682 -0.660
C -2.616 -1.003 -0.124 0.786
O -1.452 -0.487 -0.058 -0.874
C -3.718 -0.182 0.526 -0.141
C -5.013 -0.683 0.507 -0.172
C -6.051 0.034 1.071 -0.234
C -5.797 1.264 1.660 -0.221
C -4.507 1.772 1.680 -0.216
C -3.469 1.053 1.112 -0.186
H -5.174 -1.642 0.039 0.233
H -7.056 -0.365 1.043 0.200
H -6.605 1.824 2.112 0.199
H -4.314 2.737 2.133 0.203
H -2.460 1.442 1.118 0.228
C 1.844 7.037 1.191 -0.242
C 1.700 6.354 -0.007 -0.231
C 1.514 4.984 -0.014 -0.146
C 1.471 4.269 1.185 -0.065
C 1.678 4.961 2.382 -0.203
C 1.843 6.332 2.384 -0.220
C 1.200 2.834 1.245 -0.286
C 0.475 2.127 0.373 -0.381
C -0.302 2.624 -0.740 -0.099
C -1.411 3.459 -0.522 -0.226
C -2.222 3.845 -1.567 -0.202
C -1.954 3.424 -2.860 -0.253
C -0.861 2.600 -3.095 -0.220
C -0.055 2.191 -2.054 -0.182
H 1.959 8.112 1.197 0.199
H 1.729 6.896 -0.943 0.202
H 1.416 4.455 -0.952 0.213
H 1.696 4.416 3.317 0.205
H 1.968 6.856 3.323 0.200
H 1.603 2.341 2.124 0.198
H -1.632 3.789 0.482 0.209
H -3.079 4.475 -1.374 0.202
H -2.604 3.711 -3.675 0.200
H -0.656 2.260 -4.104 0.202
H 0.775 1.518 -2.237 0.201